Computed, not measured: a structure of composition C5H11N2OS in a non-equilibrium geometry, with ωB97M-V with the def2-TZVPD basis set.

Last column: Mulliken charge in e.
Element x y z (Å)
C: -0.7242 1.0504 -0.3179  0.558
C: 0.8788 -0.5549 1.2430  -0.505
C: -0.3009 -0.2769 0.2789  0.506
C: -0.5998 2.3955 0.2137  -1.017
C: 0.5866 -1.3447 -1.8261  -0.797
N: -0.5039 -0.6110 1.6156  -0.533
N: -0.5181 -1.2695 -0.8234  -0.265
O: -1.3460 0.8517 -1.3408  -0.473
S: 1.8270 0.7970 2.0773  -0.217
H: 1.5221 -1.3246 0.9273  0.455
H: -0.0691 3.0759 -0.5073  0.352
H: -0.0017 2.3895 1.1600  0.274
H: -1.6122 2.6907 0.3456  0.320
H: 1.1029 -0.3840 -1.8271  0.317
H: 1.3817 -2.0528 -1.5058  0.329
H: 0.2765 -1.5215 -2.8520  0.338
H: -0.9500 -1.4915 1.7221  0.260
H: -0.8245 -2.1823 -0.3308  0.366
H: -1.3409 -0.4057 -1.4031  0.520
H: 1.2160 0.1687 3.1507  0.213

The HOMO energy is -13.22 eV. Its total energy is -779.7065 hartree. Its net charge is +1. As for the energy above the lowest of the compared OMol25 structures with the same formula, charge and spin: 2.921 eV. The spin multiplicity is 1.

***

Computed, not measured: a cluster of 2 separate species, C5H11N2P in total in a non-equilibrium geometry, with ωB97M-V with the def2-TZVPD basis set.

Last column: Mulliken charge in e.
Element x y z (Å)
C: 1.3125 0.3772 -2.4669  0.112
C: 0.0407 0.4328 1.4960  -0.114
C: 0.5614 -0.8724 -2.2669  -0.943
C: 1.3008 0.4588 0.8805  -0.870
C: -2.0523 -0.1080 2.2946  -0.968
N: 1.3228 1.3981 -1.7143  -0.696
N: -0.9024 -0.5924 1.4698  0.149
P: -1.0446 -1.8028 0.4016  -0.195
H: 1.9636 0.4560 -3.3148  0.406
H: -0.1878 1.2357 2.2635  0.275
H: 1.0021 -1.4431 -1.5033  0.401
H: 0.4235 -1.3687 -3.2442  0.306
H: -0.5102 -0.6585 -1.9736  0.121
H: 1.5445 -0.2833 0.1556  0.362
H: 1.9661 1.3635 0.8711  0.309
H: 0.4601 1.3467 -1.0655  0.293
H: -2.4272 0.7373 1.8410  0.435
H: -2.9386 -0.8541 2.5247  0.264
H: -1.8351 0.1772 3.3512  0.352

The HOMO energy (alpha / beta) is -7.29 / -7.21 eV. Its total energy is -647.8058 hartree. Its net charge is 0. As for the energy above the lowest of the compared OMol25 structures with the same formula, charge and spin: 4.171 eV. The spin multiplicity is 1.

***

Computed, not measured: the molecule C5H11N3 in a non-equilibrium geometry, with ωB97M-V with the def2-TZVPD basis set.

Last column: Mulliken charge in e.
Element x y z (Å)
C: -0.4240 -0.0121 1.5942  -1.033
C: 1.6991 1.0420 1.0085  -0.980
N: 0.4816 0.4058 0.5260  0.214
C: 0.5986 -0.5473 -0.6174  -0.179
N: 0.5505 -1.8340 -0.2759  -0.655
H: 1.1087 -2.4040 -0.9059  0.246
H: 1.4425 -0.1938 -1.2281  0.495
H: -1.4253 -0.1659 1.1949  0.310
H: -0.1038 -0.9554 2.0354  0.325
H: 2.3262 1.3346 0.1692  0.301
H: 2.2726 0.3737 1.6574  0.333
H: 1.4346 1.9242 1.5943  0.297
H: -0.4924 0.7272 2.3935  0.342
C: -1.8308 -0.7526 -1.8793  -0.807
N: -0.7992 1.3937 -1.1350  -0.481
C: -0.9262 0.1123 -1.4542  0.475
H: -1.5543 1.8266 -0.6067  0.245
H: -1.5186 -1.7904 -1.9139  0.267
H: -2.8398 -0.4846 -2.1571  0.286

The HOMO energy (alpha / beta) is -8.21 / -8.24 eV. Its total energy is -361.1777 hartree. Its net charge is 0. As for the energy above the lowest of the compared OMol25 structures with the same formula, charge and spin: 5.760 eV. The spin multiplicity is 1.

***

Computed, not measured: the molecule C5H11N3 in a non-equilibrium geometry, with ωB97M-V with the def2-TZVPD basis set.

Last column: Mulliken charge in e.
Element x y z (Å)
N: 0.1476 -1.4818 -1.6254  -0.669
C: 0.5664 -0.8047 -0.4358  -0.102
C: -0.2545 -1.1743 0.9173  -0.866
N: -0.6411 0.1020 1.5129  -0.620
C: 0.4353 1.0307 0.9697  -0.304
C: 0.4312 2.1303 0.0560  -0.565
C: 0.1361 0.7035 -0.4982  0.608
N: -1.2699 0.6920 -0.8963  -0.809
H: 0.4588 -0.9801 -2.4076  0.230
H: 0.4895 -2.4547 -1.7272  0.222
H: 1.6038 -1.0929 -0.1823  0.333
H: 0.2947 -1.7793 1.5963  0.350
H: -1.1059 -1.7485 0.6117  0.421
H: -0.4707 0.1951 2.4985  0.356
H: 1.4218 0.7886 1.3840  0.217
H: 1.3320 2.7365 -0.1684  0.238
H: -0.5079 2.7243 0.0089  0.284
H: -1.4939 0.3376 -0.0336  0.362
H: -1.5733 0.0759 -1.5806  0.314

The HOMO energy is -8.17 eV. Its total energy is -361.1936 hartree. Its net charge is 0. Its SMILES is N[C@@H]1CN[C@@H]2C[C@@]12N. As for the energy above the lowest of the compared OMol25 structures with the same formula, charge and spin: 5.327 eV. The spin multiplicity is 1.

***

Computed, not measured: a structure of composition C5H11N3 in a non-equilibrium geometry, with ωB97M-V with the def2-TZVPD basis set.

Last column: Mulliken charge in e.
Element x y z (Å)
C: -0.2452 -0.9172 1.7480  -1.252
C: 0.2761 2.0207 0.8391  -1.362
N: 0.7636 -1.4684 -0.5366  -0.486
C: -0.3179 -0.9899 -1.2870  0.513
C: 0.4013 -0.4884 0.4671  0.450
N: 0.0401 0.2706 -1.9055  -0.559
C: 0.8036 0.8088 0.1346  -0.183
N: -1.3267 -1.7134 -1.6459  -0.739
H: 0.4897 -2.3943 -0.2128  0.366
H: 0.8755 0.1858 -2.4886  0.287
H: -0.6871 0.9725 -1.8145  0.284
H: -1.9564 -1.1496 -2.2192  0.273
H: 1.7360 0.9694 -0.4038  0.371
H: -0.8216 -1.8375 1.6003  0.419
H: -0.9512 -0.1652 2.1107  0.317
H: 0.4945 -1.1022 2.5354  0.266
H: 0.6305 2.9352 0.3582  0.363
H: -0.8172 2.0253 0.8411  0.344
H: 0.6124 2.0380 1.8793  0.326

The HOMO energy is -7.18 eV. Its total energy is -361.2704 hartree. Its net charge is 0. As for the energy above the lowest of the compared OMol25 structures with the same formula, charge and spin: 3.238 eV. The spin multiplicity is 1.

***

Computed, not measured: the molecule C5H11N3 in a non-equilibrium geometry, with ωB97M-V with the def2-TZVPD basis set.

Last column: Mulliken charge in e.
Element x y z (Å)
C: 0.6866 0.4501 2.3851  -0.416
N: 0.6950 0.1231 1.1968  -0.532
N: -0.4732 0.2048 0.3635  0.136
C: -1.6146 1.2170 0.6698  -0.923
C: 0.3361 0.6755 -0.7139  -0.214
C: 0.9547 -0.4739 -1.3804  -0.079
C: 0.0831 -1.7248 -1.6654  -0.611
N: 1.4401 -1.8025 -0.7857  -0.706
H: 1.3402 -0.0943 3.0789  0.250
H: -0.0993 0.9216 2.9203  0.260
H: -1.2762 2.3266 0.7107  0.315
H: -2.4116 0.9158 1.2633  0.357
H: -2.0093 1.2032 -0.4805  0.275
H: 1.2885 1.2576 -0.3218  0.303
H: -0.4031 1.0951 -1.3898  0.419
H: 1.0347 -0.3206 -2.5761  0.295
H: -0.1444 -2.3096 -2.7312  0.230
H: -0.6683 -1.9797 -0.8536  0.248
H: 1.2410 -1.6846 0.3100  0.393

The HOMO energy is -8.50 eV. Its total energy is -361.1079 hartree. Its net charge is 0. Its SMILES is C=NN(C)C[C@@H]1CN1. As for the energy above the lowest of the compared OMol25 structures with the same formula, charge and spin: 7.661 eV. The spin multiplicity is 1.